Record 1
Density functional theory data (ωB97M-V/def2-TZVPD) for an isolated molecule of C2H5NO2 in a non-equilibrium geometry.

```
10
C2H5NO2 ωB97M-V/def2-TZVPD
C -1.161 0.563 1.047
O -1.163 0.158 -0.342
C -0.009 -0.269 -0.885
N 1.082 -0.440 -0.256
O 2.075 -0.799 -1.193
H -1.760 -0.212 1.638
H -0.124 0.712 1.417
H -1.650 1.553 1.174
H -0.162 -0.436 -1.930
H 2.872 -0.830 -0.672
```

As for the HOMO energy: -9.183 eV. As for the gap between HOMO and LUMO: 10.2 eV. The LUMO energy comes out at 0.0382 hartree. The energy above the lowest of the compared OMol25 structures with the same formula, charge and spin is 290.6 kJ/mol. The largest force on an atom comes out at 1.7 eV Å⁻¹. The value obtained for the molecular weight is 75.1 g mol⁻¹.

---

Record 2
Density functional theory data (ωB97M-V/def2-TZVPD) for an isolated molecule of C2H5NO2 in a non-equilibrium geometry.

```
10
C2H5NO2 ωB97M-V/def2-TZVPD
C 0.201 1.840 -0.035
N -0.391 0.692 0.094
O -0.857 0.193 1.145
O -0.221 -0.350 -0.944
C 0.291 -1.659 -0.022
H 0.327 2.211 -1.092
H -0.046 2.449 0.751
H 1.313 -1.547 0.359
H -0.657 -1.577 0.698
H 0.040 -2.252 -0.956
```

As for the HOMO energy: -9.411 eV. As for the gap between HOMO and LUMO: 10.0 eV. The LUMO energy comes out at 0.0204 hartree. The energy above the lowest of the compared OMol25 structures with the same formula, charge and spin is 619.7 kJ/mol. The largest force on an atom comes out at 5.7 eV Å⁻¹. The value obtained for the molecular weight is 75.1 g mol⁻¹.

---

Record 3
Density functional theory data (ωB97M-V/def2-TZVPD) for an isolated molecule of C2H5NO2 in a non-equilibrium geometry.

```
10
C2H5NO2 ωB97M-V/def2-TZVPD
C 0.951 -0.961 0.119
O -0.467 -0.909 0.179
C -1.039 0.200 0.650
N -1.024 1.380 0.092
O -0.400 1.249 -1.134
H 1.295 -1.739 0.756
H 1.119 -1.462 -0.797
H 1.681 -0.106 0.143
H -1.700 0.204 1.488
H -0.417 2.144 -1.496
```

As for the HOMO energy: -9.387 eV. As for the gap between HOMO and LUMO: 10.3 eV. The LUMO energy comes out at 0.0346 hartree. The energy above the lowest of the compared OMol25 structures with the same formula, charge and spin is 349.8 kJ/mol. The largest force on an atom comes out at 3.0 eV Å⁻¹. The value obtained for the molecular weight is 75.1 g mol⁻¹.

---

Record 4
Density functional theory data (ωB97M-V/def2-TZVPD) for a cluster of 2 separate species, C2H5NO2 in total in a non-equilibrium geometry.

```
10
C2H5NO2 ωB97M-V/def2-TZVPD
C -1.156 1.450 -0.938
N -0.003 0.970 -1.247
H -1.559 1.127 0.067
H -1.674 2.145 -1.559
H 0.211 1.071 -2.212
H 0.681 0.292 -0.528
O 1.338 -0.615 0.156
C 0.519 -1.122 1.030
O -0.680 -0.812 1.188
H 0.917 -1.973 1.653
```

As for the HOMO energy: -9.263 eV. As for the gap between HOMO and LUMO: 8.9 eV. The LUMO energy comes out at -0.0127 hartree. The energy above the lowest of the compared OMol25 structures with the same formula, charge and spin is 161.3 kJ/mol. The largest force on an atom comes out at 2.9 eV Å⁻¹. The value obtained for the molecular weight is 75.1 g mol⁻¹.

---

Record 5
Density functional theory data (ωB97M-V/def2-TZVPD) for an isolated molecule of C2H5NO2 in a non-equilibrium geometry.

```
10
C2H5NO2 ωB97M-V/def2-TZVPD
N 1.214 0.757 -0.855
C -0.107 0.291 -0.449
C -0.242 -0.616 0.774
O 0.681 -1.029 1.451
O -1.486 -0.866 1.149
H 1.643 1.075 0.016
H 1.858 -0.036 -1.128
H -0.787 1.164 -0.068
H -0.665 -0.096 -1.332
H -2.108 -0.645 0.443
```

As for the HOMO energy: -10.085 eV. As for the gap between HOMO and LUMO: 10.6 eV. The LUMO energy comes out at 0.0186 hartree. The energy above the lowest of the compared OMol25 structures with the same formula, charge and spin is 69.0 kJ/mol. The largest force on an atom comes out at 2.5 eV Å⁻¹. The value obtained for the molecular weight is 75.1 g mol⁻¹.

---

Record 6
Density functional theory data (ωB97M-V/def2-TZVPD) for a cluster of 2 separate species, C2H5NO2P in total in a non-equilibrium geometry.

```
11
C2H5NO2P ωB97M-V/def2-TZVPD
C 1.053 -1.750 -1.055
C -0.129 -1.179 -1.219
N -0.611 1.833 1.867
O -0.017 2.930 1.812
O -1.040 1.377 2.953
P -0.876 0.890 0.524
H 1.181 -2.630 -0.444
H 1.957 -1.336 -1.476
H -0.261 -0.302 -1.829
H -1.026 -1.612 -0.811
H -0.230 1.779 -0.323
```

As for the HOMO energy: -2.753 eV. The net charge is -1. As for the gap between HOMO and LUMO: 6.8 eV. The LUMO energy comes out at 0.1490 hartree. The energy above the lowest of the compared OMol25 structures with the same formula, charge and spin is 553.8 kJ/mol. The largest force on an atom comes out at 1.9 eV Å⁻¹. The value obtained for the molecular weight is 106.0 g mol⁻¹.

---

Record 7
Density functional theory data (ωB97M-V/def2-TZVPD) for the ion C2H5NO2P with charge +1 in a non-equilibrium geometry.

```
11
C2H5NO2P ωB97M-V/def2-TZVPD
N -1.505 -0.256 -0.386
C -0.348 0.083 0.430
C 0.714 -0.956 0.246
O 0.445 -2.136 -0.063
P 1.313 0.579 -0.605
O 2.100 1.401 0.570
H -1.447 0.079 -1.336
H -2.403 -0.052 0.032
H -1.199 -1.259 -0.547
H -0.441 0.546 1.423
H 2.771 1.972 0.236
```

As for the HOMO energy: -14.133 eV. The net charge is +1. As for the gap between HOMO and LUMO: 8.7 eV. The LUMO energy comes out at -0.2002 hartree. The energy above the lowest of the compared OMol25 structures with the same formula, charge and spin is 204.3 kJ/mol. The largest force on an atom comes out at 3.4 eV Å⁻¹. The value obtained for the molecular weight is 106.0 g mol⁻¹.

---

Record 8
Density functional theory data (ωB97M-V/def2-TZVPD) for a structure of composition C2H5NO2S in a non-equilibrium geometry.

```
11
C2H5NO2S ωB97M-V/def2-TZVPD
C -0.772 -0.932 -0.049
C 0.522 -0.552 0.518
H -1.304 0.623 -1.040
H -1.633 -0.833 0.725
H -0.693 -1.981 -0.155
H 1.800 1.044 0.748
H 0.669 2.253 -1.109
N 1.165 0.584 0.080
O -1.012 -0.347 -1.214
O 0.070 1.627 -0.207
S 1.189 -1.486 1.705
```

As for the HOMO energy: -8.735 eV. As for the gap between HOMO and LUMO: 8.4 eV. The LUMO energy comes out at -0.0120 hartree. The energy above the lowest of the compared OMol25 structures with the same formula, charge and spin is 409.2 kJ/mol. The largest force on an atom comes out at 6.9 eV Å⁻¹. The value obtained for the molecular weight is 107.1 g mol⁻¹.